Record 1
A cluster of 16 separate species, C20H72N18O16 in total at a distorted geometry, computed with the ωB97M-V functional and the def2-TZVPD basis.

The geometry in ORCA input format:
```
! wB97M-V def2-TZVPD RIJCOSX def2/J DEFGRID3
* xyz 0 1
C 1.4351 3.3867 -2.5293
C 1.8831 3.8917 -1.1063
O 0.7291 4.3667 -0.4643
H 2.1861 2.9757 -3.1753
H 0.9141 4.1677 -3.0303
H 0.7871 2.5037 -2.3883
H 2.5521 4.7177 -1.1473
H 2.3141 3.1587 -0.5093
H 0.3671 5.0717 -0.9423
C -1.5879 4.2707 2.0697
C -3.0809 4.1407 2.0897
O -3.5179 3.8457 0.7197
H -1.2009 4.2027 3.0367
H -1.1809 5.2527 1.8177
H -1.0679 3.5317 1.5027
H -3.6389 5.0507 2.4957
H -3.4419 3.3077 2.7887
H -3.5669 4.6867 0.3267
C 0.5631 0.5427 0.3457
C -0.4499 -0.6413 0.2777
O -0.3729 -1.0233 -1.0883
H 0.3721 1.2447 1.1627
H 0.6741 1.0537 -0.6463
H 1.5461 0.1237 0.5317
H -1.5239 -0.3653 0.4797
H -0.2639 -1.4893 0.8797
H -0.6949 -0.3473 -1.6653
C 0.0661 -1.1743 -4.4933
C -0.1649 -2.5813 -5.0103
O -1.1539 -2.4803 -6.0603
H -0.9339 -0.7563 -4.2733
H 0.6261 -0.4983 -5.1653
H 0.6661 -1.2403 -3.5893
H -0.5829 -3.1153 -4.2003
H 0.7901 -3.0353 -5.3473
H -1.9209 -3.0733 -5.8503
C -1.8859 -4.2053 1.8397
O -2.1239 -3.0133 1.0897
N -1.5829 -4.0703 3.0897
N -1.7209 -5.3733 1.3647
H -1.4949 -3.0833 3.4267
H -1.6099 -4.8003 3.7287
H -2.1979 -5.5743 0.4177
H -1.4249 -6.1993 1.9637
C -2.2699 1.8017 -1.8483
O -1.5119 1.2027 -2.8823
N -1.6669 2.3687 -0.8583
N -3.5649 1.8657 -1.7943
H -0.7019 2.4037 -0.8203
H -2.1719 2.8147 -0.0443
H -4.1399 1.6427 -2.6623
H -4.1179 1.8657 -0.9153
C -0.4489 1.7177 4.0917
O -1.1399 2.4427 5.0407
N 0.8451 1.7067 3.9357
N -0.9949 0.9067 3.2447
H 1.4561 2.3767 4.4247
H 1.2811 0.8177 3.7367
H -1.9909 1.0497 3.0147
H -0.5239 0.4337 2.4957
C 2.3201 4.2227 2.8187
O 2.5981 3.8987 4.1147
N 2.7301 5.2347 2.1657
N 1.6361 3.4117 2.1067
H 3.2681 5.9697 2.6927
H 2.4861 5.4587 1.1957
H 1.0741 2.7507 2.6757
H 1.2701 3.6057 1.1307
C -4.5359 0.7107 1.1177
O -3.3669 0.8687 1.8507
N -5.0849 -0.4823 0.9437
N -5.0539 1.6787 0.4377
H -4.7969 -1.1373 1.6567
H -5.9749 -0.6233 0.5407
H -4.6509 2.6257 0.4957
H -5.9229 1.6487 -0.0883
C -3.7299 -1.7963 -2.0683
O -4.5619 -0.8383 -2.7273
N -3.1559 -2.7643 -2.7193
N -3.5339 -1.8223 -0.7813
H -3.2439 -2.8753 -3.6923
H -2.4489 -3.3473 -2.2383
H -4.1679 -1.1883 -0.2243
H -2.8539 -2.2713 -0.1463
C 2.2811 -3.6623 -2.0473
O 2.4531 -3.1323 -3.3043
N 2.9481 -4.6693 -1.6483
N 1.5331 -3.1803 -1.1313
H 3.3791 -5.0983 -2.4423
H 2.7351 -5.1773 -0.7883
H 0.8981 -2.4043 -1.3833
H 1.2541 -3.8123 -0.2583
C -1.5659 -5.3043 -1.6083
O -0.6249 -6.1973 -2.0173
N -1.2929 -4.0923 -1.4103
N -2.7439 -5.6683 -1.1993
H -0.2579 -3.9223 -1.4623
H -1.7139 -3.4563 -0.7423
H -3.5589 -5.0653 -1.3103
H -3.0279 -6.6783 -1.4493
C 4.6661 2.0667 1.1817
O 5.5501 1.3347 0.5997
N 4.6781 3.3597 0.9887
N 3.5391 1.5957 1.6877
H 5.5051 3.8827 0.6597
H 3.9801 4.0017 1.2697
H 3.3281 0.6237 1.9607
H 2.7911 2.3457 1.8597
C 3.0671 0.3017 -2.3463
O 4.2021 0.5667 -3.1283
H 3.0911 0.8457 -1.4383
H 2.7311 -0.7753 -2.1223
H 2.2291 0.6357 -2.9483
H 5.0031 0.2667 -2.6413
C 2.9471 -0.9503 3.9397
O 1.7701 -0.7233 3.1747
H 2.5641 -1.4173 4.8367
H 3.3661 -0.0243 4.2887
H 3.6831 -1.5953 3.4037
H 1.4131 -1.6033 3.1097
C 4.3881 -1.6343 0.3537
O 3.4761 -2.6273 0.6827
H 4.7791 -1.9403 -0.6083
H 5.1961 -1.4533 1.0327
H 3.8631 -0.6923 0.2137
H 2.7761 -2.5783 0.0157
*
```

Calculated values
- M (g/mol) = 820.91
- energy above the lowest of the compared OMol25 structures with the same formula, charge and spin (kcal/mol) = 30.6
- maximum force (eV/A) = 9.95

Here are the Löwdin charges for atoms 1 to 8, given in e: -0.022 -0.268 -0.104 0.068 0.069 0.052 0.101 0.062

=====

Record 2
A cluster of 2 separate species, C5H15N3O2S in total at a distorted geometry, computed with the ωB97M-V functional and the def2-TZVPD basis.

The geometry in ORCA input format:
```
! wB97M-V def2-TZVPD RIJCOSX def2/J DEFGRID3
* xyz 2 1
C -2.1987 0.9751 -0.6117
C -0.1643 -0.7487 -1.4351
C 1.0248 -1.7144 -1.5914
C 0.2389 2.5362 1.1294
C -0.1061 0.1081 -0.1608
N -0.2543 -0.5501 1.0855
N 0.6919 -3.1220 -1.1572
N 0.9817 2.4102 2.4298
O -0.4633 -1.7307 1.0127
O -0.2685 0.0279 2.1727
S 0.9656 1.5449 -0.2272
H -2.0361 2.0589 -0.6149
H -2.1786 0.6671 -1.5861
H -2.9428 0.4729 0.0222
H -1.1188 -1.3298 -1.4914
H 0.0245 -0.3126 -2.4342
H 1.2943 -1.7792 -2.6085
H 1.8851 -1.5051 -1.0223
H 0.1125 3.5501 0.6596
H -0.7441 2.2225 1.4243
H 1.5890 -3.7791 -1.1367
H -0.1189 -3.5811 -1.7695
H 0.3859 -3.2097 -0.1952
H 0.6105 1.4266 2.7630
H 0.8090 3.1687 3.1008
H 1.9808 2.1931 2.2423
*
```

Calculated values
- M (g/mol) = 181.26
- energy above the lowest of the compared OMol25 structures with the same formula, charge and spin (kcal/mol) = 57.8
- maximum force (eV/A) = 4.99

Here are the Löwdin charges for atoms 1 to 8, given in e: 0.220 -0.188 -0.139 -0.429 -0.505 -0.379 0.153 0.131

=====

Record 3
A cluster of 2 separate species, C8H19IN in total at a distorted geometry, computed with the ωB97M-V functional and the def2-TZVPD basis.

The geometry in ORCA input format:
```
! wB97M-V def2-TZVPD RIJCOSX def2/J DEFGRID3
* xyz 1 1
C 0.1033 -2.0484 -0.7556
C 3.5000 2.3245 -1.5675
C -0.6474 0.3063 2.1943
C -2.3103 -1.5470 1.3891
C -2.3731 0.3876 -0.7700
C 0.2047 -1.4934 0.5890
C 2.2113 1.6034 -1.5282
C -1.0683 -0.6067 1.0138
N -1.2945 0.3141 -0.0190
I 0.6740 3.0424 -1.1927
H -0.9481 -2.1945 -1.0007
H 0.6897 -2.9867 -0.5411
H 0.4485 -1.3006 -1.5040
H 3.2804 3.3434 -1.9532
H 4.0968 1.8248 -2.3439
H 3.8857 2.4486 -0.5753
H -1.4484 1.0502 2.2054
H -0.9240 -0.3581 3.0489
H 0.2768 0.6929 2.3631
H -3.1206 -0.9507 1.4814
H -2.1474 -2.2766 2.2199
H -2.4527 -2.0582 0.4267
H -3.1297 -0.2896 -0.4904
H 1.8908 1.0670 -2.4027
H -2.4684 1.1546 -1.3894
H 1.0912 -0.9429 0.7658
H 0.2909 -2.2690 1.2904
H 2.1748 0.8231 -0.7113
H -0.4858 0.9395 -0.2427
*
```

Calculated values
- M (g/mol) = 256.15
- energy above the lowest of the compared OMol25 structures with the same formula, charge and spin (kcal/mol) = 40.9
- maximum force (eV/A) = 6.33

Here are the Löwdin charges for atoms 1 to 8, given in e: -0.087 -0.231 0.008 0.023 0.243 -0.208 -0.699 -0.497

=====

Record 4
A cluster of 4 separate species, C10H28BO14S4 in total at a distorted geometry, computed with the ωB97M-V functional and the def2-TZVPD basis.

The geometry in ORCA input format:
```
! wB97M-V def2-TZVPD RIJCOSX def2/J DEFGRID3
* xyz -1 1
C -1.6516 0.6600 -0.5027
O -1.3507 -0.1553 0.6904
B -0.4426 -1.2777 0.3827
O -0.9989 -2.6561 0.6209
S 1.3310 -1.1554 -0.2259
O 1.7330 -2.4001 -1.0901
O 2.2361 -1.1250 1.0516
O 1.6784 0.2202 -1.1705
H -2.2219 0.0827 -1.3512
H -0.7128 1.2373 -0.9319
H -2.3966 1.5150 -0.1314
H -1.3672 -3.0302 -0.2340
O 0.2481 4.9754 2.8367
S 0.8690 3.7917 2.2801
O 0.0943 2.7079 1.7191
O 1.9121 3.1792 3.3757
C 1.4181 2.8353 4.6641
C 0.5828 1.5688 4.6224
C 2.0684 4.2943 1.0719
H 0.8530 3.6687 5.0949
H 2.2869 2.6667 5.3085
H -0.3300 1.7151 4.0390
H 0.2885 1.2629 5.6304
H 1.1407 0.7535 4.1506
H 2.6890 5.0877 1.4899
H 1.5257 4.6628 0.1983
H 2.6732 3.4292 0.7933
O 3.6261 3.1250 -5.4775
S 4.2470 1.9412 -6.0341
O 3.4723 0.8575 -6.5951
O 5.2901 1.3288 -4.9386
C 4.7961 0.9849 -3.6501
C 3.9608 -0.2816 -3.6918
C 5.4464 2.4439 -7.2423
H 4.2310 1.8183 -3.2193
H 5.6649 0.8163 -3.0057
H 3.0480 -0.1353 -4.2752
H 3.6665 -0.5875 -2.6838
H 4.5187 -1.0969 -4.1637
H 6.0670 3.2373 -6.8244
H 4.9037 2.8124 -8.1160
H 6.0511 1.5788 -7.5209
O -6.0108 -5.1802 0.6288
S -5.7049 -3.8296 1.0519
O -4.4025 -3.2361 0.8490
O -6.1193 -3.6625 2.6215
C -5.5427 -4.5481 3.5732
C -4.0845 -4.2164 3.8329
C -6.9224 -2.7318 0.3712
H -5.6614 -5.5885 3.2525
H -6.1050 -4.4310 4.5052
H -3.4753 -4.3824 2.9405
H -3.6795 -4.8417 4.6337
H -3.9713 -3.1634 4.1103
H -7.9166 -3.1440 0.5471
H -6.7339 -2.6507 -0.7019
H -6.8158 -1.7516 0.8400
*
```

Calculated values
- M (g/mol) = 511.40
- energy above the lowest of the compared OMol25 structures with the same formula, charge and spin (kcal/mol) = 80.3
- maximum force (eV/A) = 8.61

Here are the Löwdin charges for atoms 1 to 8, given in e: -0.118 -0.087 -0.459 0.007 0.683 -0.458 -0.443 -0.513

=====

Q: What is the formula in the second record?
A: C5H15N3O2S

=====

Q: Which of these has the lowest maximum force?
A: C5H15N3O2S